# 1
C40H32N10O3PSn as an isolated structure, computed with wB97M-V/def2-TZVPD.

Computed properties:
LUMO energy (spin up / spin down) in Eh: -0.339 / -0.395
HOMO level (spin up / spin down) in eV: -15.973 / -15.363
Charge: +3
Spin multiplicity: 1
Energy relative to the best compared isomer or geometry (same formula, charge and spin) in kJ/mol: 2.11
Gap between HOMO and LUMO (spin up / spin down) in Eh: 0.24791 / 0.17000

Each line ends with the Mulliken charge.
Element x y z (Å)
Sn1 -0.20 2.61 -0.76  1.2106
O1 -1.10 1.69 2.21  -0.1553
N1 -1.06 3.02 1.74  -0.4753
C1 -0.70 3.86 2.63  -0.6251
C2 -0.40 3.74 4.07  0.7646
C3 -0.83 4.83 4.83  -0.8330
C4 -0.67 4.85 6.21  -0.7213
C5 -0.06 3.79 6.85  -0.8192
C6 0.42 2.72 6.11  -0.3131
C7 0.25 2.68 4.72  0.7977
P1 1.14 1.36 3.90  0.9386
C8 2.90 1.54 4.11  0.8984
C9 3.58 2.43 3.27  -0.4670
C10 4.93 2.67 3.48  -0.4793
C11 5.60 2.02 4.50  -0.5123
C12 4.93 1.13 5.33  -0.7545
C13 3.58 0.88 5.14  -0.3633
C14 0.56 -0.23 4.39  0.8440
C15 -0.73 -0.37 4.93  -0.6788
C16 -1.17 -1.62 5.32  -0.7501
C17 -0.35 -2.73 5.15  -0.4606
C18 0.91 -2.60 4.59  -0.6865
C19 1.37 -1.36 4.20  -0.8081
H1 -1.81 1.28 1.69  0.2867
H2 -0.72 4.87 2.24  0.4489
H3 -1.31 5.66 4.33  0.4599
H4 -1.02 5.71 6.77  0.4381
H5 0.06 3.80 7.92  0.4531
H6 0.94 1.92 6.61  0.4186
H7 3.05 2.95 2.48  0.0178
H8 5.45 3.37 2.84  0.4903
H9 6.65 2.21 4.66  0.4237
H10 5.45 0.64 6.14  0.4408
H11 3.06 0.18 5.79  0.4526
H12 -1.36 0.50 5.07  0.4421
H13 -2.15 -1.73 5.76  0.4574
H14 -0.70 -3.70 5.47  0.4371
H15 1.55 -3.47 4.47  0.4597
H16 2.36 -1.25 3.77  0.5367
C20 2.89 -2.42 -2.03  -1.0477
N2 2.32 -1.09 -1.87  0.8574
C21 1.21 -0.68 -1.25  -0.4846
N3 1.16 0.66 -1.29  0.1031
C22 2.30 0.99 -1.97  -0.5539
N4 3.01 -0.03 -2.32  -0.9025
C23 2.16 -3.37 -2.96  0.7089
C24 2.73 -4.65 -3.09  -0.7503
C25 2.24 -5.57 -4.01  -0.7855
C26 1.18 -5.22 -4.82  -0.8303
C27 0.59 -3.96 -4.66  -0.0367
C28 1.08 -3.03 -3.73  0.0133
C29 -0.53 -3.63 -5.49  0.6881
N5 -0.89 -4.23 -6.64  -0.3278
N6 -1.94 -3.58 -7.10  -0.3446
C30 -2.24 -2.62 -6.20  0.7303
O2 -1.35 -2.63 -5.19  -0.2461
C31 -3.34 -1.74 -6.19  0.0153
C32 -4.06 -1.47 -7.37  -0.8991
C33 -5.10 -0.56 -7.32  -0.7229
C34 -5.42 0.05 -6.10  -0.6816
C35 -4.73 -0.24 -4.92  0.8235
C36 -5.16 0.37 -3.59  -1.1847
N7 -4.07 0.43 -2.63  0.6305
C37 -3.22 1.43 -2.34  -0.1397
N8 -2.33 1.02 -1.45  -0.0409
C38 -2.71 -0.26 -1.23  -0.6552
N9 -3.75 -0.66 -1.91  -0.8426
C39 -3.69 -1.13 -4.97  -0.1398
H17 3.05 -2.86 -1.05  0.5137
H18 3.88 -2.23 -2.46  0.3822
H19 0.49 -1.33 -0.78  0.5360
H20 2.60 2.01 -2.18  0.4825
H21 3.58 -4.92 -2.48  0.4887
H22 2.70 -6.54 -4.10  0.4481
H23 0.79 -5.90 -5.57  0.5507
H24 0.63 -2.05 -3.67  0.6427
H25 -3.79 -1.96 -8.29  0.5502
H26 -5.65 -0.32 -8.21  0.4474
H27 -6.24 0.76 -6.08  0.4837
H28 -5.94 -0.24 -3.13  0.2647
H29 -5.56 1.37 -3.74  0.5297
H30 -3.28 2.41 -2.79  0.4585
H31 -2.21 -0.92 -0.53  0.5546
H32 -3.15 -1.39 -4.07  0.7811
O3 3.39 4.70 0.53  -0.4562
C40 2.47 4.05 0.26  0.8034
N10 1.52 3.34 0.02  -0.6302

---

# 2
C40H33BaN4P2 as an isolated structure, computed with wB97M-V/def2-TZVPD.

Computed properties:
LUMO energy in Eh: -0.107
HOMO level in eV: -9.596
Charge: +1
Spin multiplicity: 1
Energy relative to the best compared isomer or geometry (same formula, charge and spin) in kJ/mol: 0.00
Gap between HOMO and LUMO in Eh: 0.24577

Each line ends with the Mulliken charge.
Element x y z (Å)
Ba1 0.73 0.14 -0.71  1.7223
C1 -3.48 -0.73 -0.14  -1.0999
P1 -3.46 -0.04 -1.86  -0.3563
C2 -2.81 -1.45 -2.83  -0.0921
C3 -1.66 -2.18 -2.51  1.2779
C4 -1.30 -3.29 -3.25  -1.3010
C5 -2.07 -3.70 -4.34  -0.4161
C6 -3.21 -2.98 -4.67  -0.7140
C7 -3.58 -1.88 -3.92  -0.4655
C8 -2.05 1.13 -1.82  0.3421
C9 -1.23 1.33 -2.93  0.0757
C10 -0.27 2.34 -2.94  -0.4690
C11 -0.10 3.16 -1.83  -0.6302
C12 -0.91 2.97 -0.71  -0.8434
C13 -1.88 1.98 -0.71  -0.1199
C14 -2.26 -1.32 0.48  0.3049
C15 -2.07 -2.63 0.89  -1.5130
C16 -0.82 -2.69 1.53  -0.3751
C17 -0.31 -1.40 1.49  0.5673
C18 0.87 -0.79 2.20  -1.1233
P2 2.66 -1.37 2.04  -0.1646
C19 2.90 -1.89 0.29  -0.2745
C20 4.01 -1.36 -0.37  -0.6281
C21 4.35 -1.78 -1.66  -0.4844
C22 3.57 -2.72 -2.31  -0.8404
C23 2.45 -3.24 -1.68  -0.6426
C24 2.11 -2.84 -0.39  0.7044
C25 2.55 -2.99 2.89  0.7530
C26 2.10 -3.00 4.22  -0.5249
C27 2.06 -4.18 4.94  -0.7428
C28 2.48 -5.37 4.36  -0.4861
C29 2.96 -5.36 3.07  -0.7204
C30 3.00 -4.18 2.34  -0.1939
N1 -1.18 -0.55 0.84  -0.4228
H1 -4.26 -1.49 -0.19  0.4849
H2 -3.89 0.07 0.49  0.5138
H3 -1.09 -1.94 -1.62  -0.0003
H4 -0.43 -3.87 -2.96  0.4346
H5 -1.79 -4.57 -4.91  0.4410
H6 -3.82 -3.30 -5.50  0.4156
H7 -4.48 -1.32 -4.17  0.3940
H8 -1.35 0.70 -3.80  0.3047
H9 0.34 2.48 -3.82  0.4345
H10 0.64 3.95 -1.84  0.4400
H11 -0.80 3.62 0.15  0.4288
H12 -2.50 1.85 0.17  0.1643
H13 -2.77 -3.44 0.76  0.4734
H14 -0.37 -3.54 2.02  0.6437
H15 0.74 -0.91 3.28  0.3714
H16 0.85 0.30 2.11  0.6703
H17 4.64 -0.65 0.15  0.4063
H18 5.25 -1.39 -2.13  0.5723
H19 3.85 -3.06 -3.30  0.4168
H20 1.85 -3.98 -2.18  0.5565
H21 1.25 -3.27 0.10  0.4025
H22 1.79 -2.08 4.70  0.3127
H23 1.70 -4.17 5.96  0.4077
H24 2.45 -6.29 4.93  0.4019
H25 3.32 -6.28 2.61  0.3980
H26 3.39 -4.20 1.33  0.3597
N2 8.71 2.62 -7.93  -0.4583
C31 7.78 2.18 -7.42  -0.0109
C32 6.62 1.62 -6.78  0.4473
C33 5.52 1.25 -7.54  -0.8581
C34 4.40 0.72 -6.92  -0.4367
C35 4.39 0.56 -5.54  0.5735
C36 5.49 0.92 -4.78  -0.0109
C37 6.61 1.46 -5.40  -0.9283
N3 3.25 0.01 -4.90  0.3543
C38 2.50 -1.07 -5.34  -0.6430
C39 1.50 -1.23 -4.43  -0.7753
N4 1.61 -0.27 -3.44  0.9028
C40 2.66 0.45 -3.77  -1.2299
H27 5.53 1.39 -8.61  0.4630
H28 3.52 0.46 -7.50  0.5054
H29 5.49 0.76 -3.71  0.3322
H30 7.47 1.74 -4.81  0.4501
H31 2.75 -1.62 -6.23  0.5535
H32 0.71 -1.96 -4.41  0.2371
H33 3.03 1.32 -3.24  0.5793

---

# 3
C40H33BrHoN5O3Se2 as an isolated structure at a distorted geometry, computed with wB97M-V/def2-TZVPD.

Computed properties:
LUMO energy (spin up / spin down) in Eh: -0.209 / -0.209
HOMO level (spin up / spin down) in eV: -13.220 / -13.220
Expectation value of S²: 6.00
Charge: +2
Spin multiplicity: 5
Energy relative to the best compared isomer or geometry (same formula, charge and spin) in kJ/mol: 0.00
Gap between HOMO and LUMO (spin up / spin down) in Eh: 0.27688 / 0.27703

Each line ends with the Mulliken charge.
Element x y z (Å)
Ho1 -0.20 0.87 0.80  0.0846
Se1 -0.20 3.13 3.11  -0.0008
Se2 1.92 2.18 2.84  0.0870
C1 2.25 3.05 1.16  0.2141
C2 3.31 3.95 1.09  -0.8436
C3 3.53 4.63 -0.09  -0.4894
C4 2.69 4.37 -1.16  -1.1493
C5 1.66 3.46 -1.00  -0.3631
N1 1.42 2.81 0.14  0.7769
C6 -0.96 1.60 4.05  0.3615
C7 -1.63 1.76 5.25  -0.8731
C8 -2.02 0.60 5.91  -0.4455
C9 -1.69 -0.63 5.37  -0.9650
C10 -1.02 -0.67 4.15  -0.5402
N2 -0.69 0.43 3.48  0.5441
H1 3.91 4.11 1.97  0.5161
H2 4.32 5.36 -0.16  0.4961
H3 2.82 4.88 -2.10  0.5653
H4 0.99 3.27 -1.83  0.5698
H5 -1.82 2.74 5.66  0.4997
H6 -2.54 0.66 6.85  0.4829
H7 -1.94 -1.55 5.88  0.5132
H8 -0.71 -1.60 3.71  0.6405
O1 1.08 0.22 -1.15  -0.1548
C11 2.22 -0.65 -0.90  3.4962
C12 2.12 -1.05 0.62  -1.0846
O2 2.72 -2.02 1.05  -0.6070
O3 1.38 -0.27 1.31  0.0341
C13 2.16 -1.89 -1.78  -0.0302
C14 1.18 -2.02 -2.76  -0.0663
C15 1.11 -3.16 -3.54  -0.9251
C16 2.02 -4.19 -3.36  -0.8087
C17 3.00 -4.06 -2.40  -0.9185
C18 3.08 -2.92 -1.62  -0.4331
C19 3.52 0.12 -1.13  0.1264
C20 3.56 1.16 -2.05  -0.4119
C21 4.73 1.86 -2.28  -0.9546
C22 5.90 1.49 -1.64  -0.6656
C23 5.88 0.43 -0.75  -1.0415
C24 4.69 -0.23 -0.47  -0.3298
H9 1.18 0.46 -2.09  0.3136
H10 0.45 -1.24 -2.93  0.2440
H11 0.36 -3.23 -4.31  0.5437
H12 1.96 -5.08 -3.97  0.4391
H13 3.71 -4.86 -2.25  0.4594
H14 3.85 -2.84 -0.87  0.3923
H15 2.68 1.44 -2.63  0.5048
H16 4.73 2.68 -2.98  0.4944
H17 6.82 2.02 -1.84  0.4723
H18 6.79 0.11 -0.27  0.4782
H19 4.68 -1.02 0.26  0.5373
C25 -2.95 -2.79 -3.58  -1.4446
C26 -2.64 -1.40 -3.15  0.6457
C27 -2.97 -0.29 -3.92  -0.5842
C28 -2.68 0.98 -3.45  -0.9845
C29 -2.09 1.07 -2.21  0.2590
Br1 -1.69 2.78 -1.40  -0.0706
N3 -1.73 0.05 -1.45  0.6714
C30 -2.00 -1.17 -1.93  -0.8991
H20 -3.37 -2.80 -4.58  0.3902
H21 -3.67 -3.25 -2.90  0.3467
H22 -2.05 -3.40 -3.56  0.3071
H23 -3.44 -0.41 -4.88  0.4485
H24 -2.91 1.87 -4.02  0.5500
H25 -1.67 -2.00 -1.32  0.6913
C31 -4.47 2.77 1.67  -1.2333
C32 -5.33 1.68 1.71  -0.8451
C33 -4.80 0.41 1.66  -0.9934
C34 -3.42 0.24 1.59  0.5758
N4 -2.59 1.30 1.50  1.1636
C35 -3.12 2.52 1.55  -0.4361
C36 -2.80 -1.10 1.63  0.6984
C37 -3.48 -2.18 2.19  -1.0081
C38 -2.89 -3.44 2.19  -1.1997
C39 -1.62 -3.58 1.65  -0.8161
C40 -0.99 -2.44 1.16  -0.5329
N5 -1.55 -1.23 1.15  1.4822
H26 -4.83 3.79 1.72  0.5286
H27 -6.40 1.82 1.76  0.4830
H28 -5.46 -0.45 1.65  0.5531
H29 -2.42 3.36 1.49  0.6233
H30 -4.45 -2.05 2.65  0.5806
H31 -3.40 -4.28 2.62  0.4907
H32 -1.13 -4.54 1.61  0.5969
H33 0.03 -2.52 0.79  0.1760

---

# 4
C40H34BCl2F3N6Pt as an isolated structure, computed with wB97M-V/def2-TZVPD.

Computed properties:
LUMO energy (spin up / spin down) in Eh: -0.284 / -0.284
HOMO level (spin up / spin down) in eV: -13.410 / -13.410
Charge: +2
Spin multiplicity: 1
Gap between HOMO and LUMO (spin up / spin down) in Eh: 0.20872 / 0.20869

Each line ends with the Mulliken charge.
Element x y z (Å)
Pt1 -0.81 0.79 0.22  1.3644
C1 -1.30 0.76 -5.18  -1.4996
C2 -0.61 1.03 -3.88  0.5699
C3 0.63 1.58 -3.67  -1.2419
C4 0.81 1.63 -2.28  -0.2645
N1 -0.28 1.12 -1.70  -0.5583
N2 -1.16 0.74 -2.68  0.7594
B1 -2.51 0.05 -2.40  -0.7563
N3 -2.13 -1.44 -1.88  -0.1391
N4 -0.97 -1.44 -1.33  1.0001
C5 -0.65 -2.70 -0.93  -0.2404
C6 -1.70 -3.57 -1.36  -1.4922
C7 -2.60 -2.76 -1.99  0.5050
C8 -3.89 -3.06 -2.67  -1.3168
C9 0.51 -2.62 -0.15  1.4141
C10 0.72 -3.54 0.95  -1.1509
C11 1.34 -3.23 2.12  -0.4661
C12 3.68 -2.44 0.18  -0.6913
C13 2.87 -1.48 -0.27  -0.9466
C14 1.38 -1.39 -0.41  0.7818
N5 -3.27 0.87 -1.34  0.7275
N6 -2.60 1.57 -0.38  -0.0307
C15 -3.47 2.38 0.22  -0.3346
C16 -4.73 2.20 -0.34  -1.1837
C17 -4.57 1.24 -1.33  0.7006
C18 -5.57 0.71 -2.29  -1.3017
C19 -3.02 3.32 1.26  0.5449
C20 -1.80 3.99 1.10  -0.0298
C21 -1.37 4.89 2.07  -0.7549
C22 -2.15 5.12 3.20  -0.4867
C23 -3.37 4.46 3.35  -0.8125
C24 -3.81 3.57 2.38  -0.5062
C25 1.99 2.12 -1.55  1.2559
C26 1.94 2.54 -0.22  0.6117
C27 3.09 2.98 0.42  -0.8993
C28 4.30 3.01 -0.25  -0.5732
C29 4.36 2.61 -1.58  -0.8612
C30 3.21 2.17 -2.22  -0.9442
H1 -0.65 1.04 -6.00  0.4229
H2 -2.23 1.33 -5.25  0.3020
H3 -1.55 -0.30 -5.29  0.3072
H4 1.30 1.94 -4.43  0.5700
H5 -3.17 -0.06 -3.38  -0.1153
H6 -1.78 -4.64 -1.25  0.5630
H7 -4.10 -4.12 -2.63  0.3833
H8 -3.86 -2.75 -3.71  0.2927
H9 -4.71 -2.53 -2.19  0.1983
H10 0.22 -4.50 0.87  0.4837
H11 1.49 -4.03 2.84  0.6212
H12 4.68 -2.13 0.44  0.4973
H13 3.31 -0.50 -0.43  0.3267
H14 1.14 -0.99 -1.39  0.9045
H15 -5.64 2.72 -0.10  0.5636
H16 -6.54 1.15 -2.08  0.3949
H17 -5.67 -0.37 -2.20  0.1449
H18 -5.30 0.94 -3.32  0.2878
H19 -1.21 3.84 0.21  0.5944
H20 -0.44 5.42 1.94  0.4657
H21 -1.82 5.82 3.95  0.4249
H22 -3.98 4.65 4.22  0.4294
H23 -4.75 3.06 2.50  0.4826
H24 1.00 2.56 0.32  0.4017
H25 3.03 3.32 1.45  0.4739
H26 5.19 3.36 0.25  0.4506
H27 5.30 2.64 -2.12  0.4370
H28 3.28 1.85 -3.25  0.3980
Cl1 -1.64 0.36 2.37  -0.1378
C31 -1.03 1.65 3.49  0.6983
Cl2 0.72 1.63 3.58  -0.0815
H29 -1.46 1.40 4.45  0.5463
H30 -1.37 2.59 3.10  -0.7825
F1 5.38 -6.14 3.07  -0.2666
C32 5.19 -4.94 3.61  0.6746
F2 4.60 -5.10 4.80  -0.2423
F3 6.38 -4.37 3.81  -0.2441
C33 4.33 -4.02 2.73  0.2453
C34 3.92 -4.55 1.50  -0.7002
C35 3.43 -3.85 0.43  -0.5864
C36 1.91 -1.93 2.42  -0.0615
C37 3.15 -1.80 3.11  -0.5051
C38 4.12 -2.76 3.31  -0.9660
C39 1.36 -0.90 1.72  0.6285
C40 0.81 -0.37 0.68  -0.9153
H31 3.99 -5.63 1.40  0.5354
H32 2.99 -4.42 -0.38  0.6511
H33 3.34 -0.83 3.56  0.5687
H34 4.85 -2.51 4.08  0.4813

---

# 5
C40H35AuClGeN2P as an isolated structure, computed with wB97M-V/def2-TZVPD.

Computed properties:
LUMO energy (spin up / spin down) in Eh: -0.352 / -0.399
HOMO level (spin up / spin down) in eV: -15.588 / -15.585
Expectation value of S²: 0.76
Charge: +3
Spin multiplicity: 2
Energy relative to the best compared isomer or geometry (same formula, charge and spin) in kJ/mol: 105.72
Gap between HOMO and LUMO (spin up / spin down) in Eh: 0.22133 / 0.17329

Each line ends with the Mulliken charge.
Element x y z (Å)
Au1 -0.10 -0.62 -0.35  0.7533
Cl1 2.19 -1.33 -0.58  -0.1832
C1 2.91 -0.98 1.01  0.7905
C2 4.22 -0.57 1.04  -0.7138
C3 4.77 -0.27 2.28  -0.6842
C4 4.01 -0.35 3.44  -0.7664
C5 2.68 -0.77 3.37  -0.5219
C6 2.12 -1.11 2.14  0.1887
P1 0.44 -1.72 1.99  0.5383
C7 0.41 -3.44 1.59  1.0813
C8 1.49 -4.27 1.89  -0.4691
C9 1.42 -5.62 1.60  -0.7568
C10 0.28 -6.14 1.00  -0.5952
C11 -0.80 -5.32 0.68  -0.7056
C12 -0.74 -3.97 0.97  -0.3757
C13 -0.53 -1.30 3.40  0.4465
C14 -0.66 0.05 3.78  -0.2193
C15 -1.39 0.38 4.90  -0.7890
C16 -2.01 -0.62 5.64  -0.5387
C17 -1.89 -1.96 5.27  -0.7752
C18 -1.16 -2.30 4.15  -0.5699
H1 4.81 -0.49 0.13  0.5227
H2 5.80 0.05 2.34  0.4754
H3 4.44 -0.11 4.39  0.4761
H4 2.09 -0.85 4.28  0.5148
H5 2.38 -3.87 2.37  0.5085
H6 2.24 -6.27 1.85  0.4651
H7 0.23 -7.20 0.77  0.4394
H8 -1.68 -5.73 0.21  0.4587
H9 -1.58 -3.32 0.73  0.3806
H10 -0.17 0.83 3.19  0.5033
H11 -1.48 1.42 5.20  0.4665
H12 -2.58 -0.36 6.52  0.4556
H13 -2.37 -2.73 5.86  0.4726
H14 -1.07 -3.34 3.86  0.4867
N1 -6.27 -0.43 -0.80  -0.4265
C19 -4.94 -0.42 -0.70  0.9073
C20 -4.10 -0.30 -1.83  -0.6894
C21 -2.75 -0.30 -1.68  -0.7358
N2 -2.14 -0.42 -0.48  0.0018
C22 -2.93 -0.53 0.62  -0.1929
C23 -4.29 -0.53 0.56  -0.7963
H15 -6.72 -0.36 -1.70  0.2135
H16 -6.86 -0.52 0.01  0.2160
H17 -4.52 -0.21 -2.82  0.4397
H18 -2.10 -0.20 -2.55  0.6415
H19 -2.43 -0.61 1.57  0.2936
H20 -4.87 -0.62 1.47  0.4431
C24 -0.12 2.79 0.83  -1.1827
Ge1 0.55 2.26 -0.90  0.3777
C25 2.44 2.53 -1.08  1.1542
C26 3.42 1.74 -1.68  0.0355
C27 4.72 2.21 -1.76  -0.9854
C28 5.06 3.46 -1.26  -0.5592
C29 4.09 4.25 -0.66  -0.7889
C30 2.79 3.78 -0.56  -0.5489
C31 -0.70 2.25 -2.31  1.0834
C32 -1.90 2.90 -2.01  -0.4343
C33 -2.83 3.16 -3.02  -1.2193
C34 -2.59 2.74 -4.30  -0.7032
C35 -1.41 2.03 -4.63  1.1011
C36 -1.18 1.57 -5.96  -1.0082
C37 -0.04 0.88 -6.26  -0.6576
C38 0.91 0.60 -5.26  -0.8999
C39 0.71 1.03 -3.97  -0.1381
C40 -0.44 1.76 -3.63  -0.0569
H21 -0.26 3.87 0.83  0.6230
H22 0.61 2.55 1.60  0.4051
H23 -1.09 2.33 1.05  0.4024
H24 3.18 0.79 -2.12  0.4030
H25 5.48 1.60 -2.24  0.4696
H26 6.08 3.82 -1.34  0.4557
H27 4.34 5.23 -0.28  0.4527
H28 2.05 4.42 -0.07  0.3752
H29 -2.11 3.24 -1.00  0.4211
H30 -3.73 3.71 -2.78  0.4888
H31 -3.30 2.94 -5.08  0.4754
H32 -1.91 1.79 -6.72  0.4609
H33 0.13 0.54 -7.27  0.4371
H34 1.81 0.06 -5.52  0.4637
H35 1.45 0.81 -3.21  0.0208